1.
The following is a DFT calculation (wB97M-V/def2-TZVPD) of a molecular structure, C25H20CsN9O2S.

Last column: Mulliken charge in e.
Atoms and positions in Å:
Cs (-2.57, -0.35, -2.25)  1.08
C (3.94, 0.09, -2.85)  -1.10
N (2.61, -0.50, -2.77)  0.79
C (1.41, 0.08, -2.73)  -0.16
N (0.45, -0.84, -2.71)  -0.25
C (1.16, -2.00, -2.72)  -0.37
N (2.47, -1.84, -2.77)  -0.88
C (4.60, 0.41, -1.53)  1.25
C (5.88, 0.95, -1.61)  -0.98
C (6.61, 1.14, -0.43)  -0.40
C (6.07, 0.82, 0.80)  -1.13
C (4.75, 0.32, 0.90)  -0.04
C (4.02, 0.12, -0.31)  -0.23
C (4.23, 0.01, 2.17)  0.30
N (4.89, -0.12, 3.32)  -0.55
N (4.01, -0.45, 4.26)  -0.50
C (2.82, -0.55, 3.70)  0.28
O (2.88, -0.26, 2.36)  -0.34
C (1.58, -0.81, 4.34)  0.13
C (1.56, -1.34, 5.65)  -0.97
C (0.37, -1.58, 6.29)  -0.55
C (-0.86, -1.30, 5.67)  -0.74
C (-0.85, -0.75, 4.39)  1.32
C (-2.16, -0.33, 3.77)  -1.27
N (-2.55, -1.07, 2.57)  1.03
C (-2.00, -1.03, 1.36)  -0.14
N (-2.70, -1.77, 0.51)  -0.54
C (-3.69, -2.25, 1.30)  -0.29
N (-3.64, -1.86, 2.55)  -0.94
C (0.35, -0.52, 3.73)  -0.22
H (3.87, 0.97, -3.48)  0.43
H (4.53, -0.65, -3.38)  0.29
H (1.27, 1.15, -2.73)  0.43
H (0.71, -2.97, -2.71)  0.44
H (6.32, 1.19, -2.57)  0.38
H (7.62, 1.54, -0.47)  0.35
H (6.64, 0.97, 1.70)  0.45
H (3.03, -0.32, -0.26)  0.54
H (2.50, -1.55, 6.14)  0.47
H (0.38, -2.00, 7.29)  0.36
H (-1.79, -1.49, 6.17)  0.35
H (-2.12, 0.73, 3.50)  0.33
H (-2.98, -0.46, 4.47)  0.38
H (-1.12, -0.45, 1.14)  0.38
H (-4.46, -2.91, 0.95)  0.42
H (0.35, -0.05, 2.75)  0.44
O (-4.76, 0.10, -3.21)  -0.87
N (-5.32, 1.06, -3.92)  0.45
C (-6.43, 0.75, -4.63)  -0.10
C (-7.07, 1.67, -5.40)  -0.77
C (-6.55, 2.97, -5.44)  -0.05
C (-5.43, 3.27, -4.72)  -0.70
C (-4.76, 2.31, -3.92)  0.15
S (-3.35, 2.64, -3.03)  -0.58
H (-6.73, -0.28, -4.51)  0.39
H (-7.96, 1.39, -5.96)  0.36
H (-7.02, 3.74, -6.04)  0.36
H (-5.00, 4.26, -4.73)  0.35

Calculated values
energy relative to the best compared isomer or geometry (same formula, charge and spin): 0.0 kJ/mol
charge: -1
LUMO (spin up / spin down): 1.775 / 1.774 eV
strongest force on any atom: 2.0 eV/Å
2S+1: 2
gap between HOMO and LUMO (spin up / spin down): 3.32 / 6.65 eV

***

2.
The following is a DFT calculation (wB97M-V/def2-TZVPD) of C18H19N3O2 in the gas phase.

Last column: Mulliken charge in e.
Atoms and positions in Å:
C (-0.53, -4.43, 0.32)  -0.70
H (-1.51, -4.50, -0.16)  0.31
H (0.16, -5.14, -0.12)  0.23
H (-0.65, -4.63, 1.39)  0.30
O (0.02, -3.14, 0.12)  -0.29
C (-0.74, -2.12, 0.51)  0.38
O (-1.85, -2.24, 0.99)  -0.57
C (-0.08, -0.81, 0.31)  -0.25
N (1.18, -0.78, 0.12)  -0.35
N (1.82, 0.37, -0.04)  0.19
C (3.19, 0.42, -0.22)  0.59
C (3.96, -0.74, -0.17)  -0.33
C (5.33, -0.66, -0.34)  -0.57
C (5.94, 0.57, -0.56)  -0.51
C (5.17, 1.72, -0.61)  -0.58
C (3.80, 1.65, -0.44)  -0.45
H (3.20, 2.55, -0.48)  0.34
H (5.64, 2.67, -0.79)  0.35
H (7.01, 0.62, -0.70)  0.37
H (5.92, -1.56, -0.30)  0.35
H (3.47, -1.68, 0.00)  0.44
H (1.29, 1.23, -0.12)  0.23
N (-0.89, 0.36, 0.41)  0.40
C (-2.06, 0.39, -0.34)  0.49
C (-2.11, -0.31, -1.55)  -0.32
C (-3.24, -0.25, -2.35)  -0.83
C (-4.32, 0.52, -1.97)  -0.69
C (-4.26, 1.25, -0.79)  -0.63
C (-3.14, 1.20, 0.03)  0.79
C (-3.09, 2.00, 1.30)  -1.11
C (-1.65, 2.29, 1.68)  -0.82
C (-0.89, 0.96, 1.73)  -0.56
H (0.14, 1.11, 2.05)  0.40
H (-1.38, 0.29, 2.46)  0.28
H (-1.59, 2.78, 2.66)  0.39
H (-1.19, 2.94, 0.94)  0.28
H (-3.64, 2.94, 1.17)  0.44
H (-3.58, 1.44, 2.10)  0.33
H (-5.09, 1.87, -0.50)  0.42
H (-5.21, 0.57, -2.59)  0.38
H (-3.27, -0.81, -3.27)  0.39
H (-1.26, -0.90, -1.86)  0.49

Calculated values
energy relative to the best compared isomer or geometry (same formula, charge and spin): 208.2 kJ/mol
charge: 0
LUMO: 0.537 eV
strongest force on any atom: 1.2 eV/Å
gap between HOMO and LUMO: 8.25 eV